1.
This record from the Open Molecules 2025 dataset describes a 2-piece molecular cluster, C5H11N overall in a non-equilibrium geometry. The level of theory is ωB97M-V/def2-TZVPD.

ΔE to the lowest compared entry with this formula, charge and spin, eV: 2.844
Structure (SMILES): C=CC.C=NC
Total charge: 0
LUMO level, eV: 1.0212

Last column: natural (NBO) charge in e.
Atoms and positions in Å:
N 5.205 -4.197 -0.872  -0.38
C -4.390 3.524 0.859  -0.17
C -4.609 3.816 -0.412  -0.40
C -5.033 4.209 2.081  -0.66
C 5.337 -3.041 -1.421  -0.08
C 3.790 -4.431 -0.450  -0.45
H -3.693 2.712 1.076  0.19
H -4.505 3.988 2.998  0.22
H 3.345 -5.147 -1.124  0.21
H 3.224 -3.491 -0.326  0.17
H -3.947 3.483 -1.209  0.20
H -4.888 5.295 2.036  0.22
H -6.094 4.033 2.244  0.22
H 4.894 -2.137 -0.976  0.16
H 6.175 -3.002 -2.122  0.17
H -5.489 4.355 -0.767  0.19
H 3.814 -4.922 0.525  0.19



2.
This record from the Open Molecules 2025 dataset describes one molecule with the formula C5H11N in a non-equilibrium geometry. The level of theory is ωB97M-V/def2-TZVPD.

ΔE to the lowest compared entry with this formula, charge and spin, eV: 0.575
Structure (SMILES): CN1CCCC1
Total charge: 0
LUMO level, eV: 1.2293

Last column: natural (NBO) charge in e.
Atoms and positions in Å:
N 0.111 -0.457 0.749  -0.43
C -0.888 0.131 -1.369  -0.42
C 1.400 -0.909 1.249  -0.41
C 0.084 0.999 0.571  -0.22
C -0.216 -1.001 -0.588  -0.23
C -1.148 1.213 -0.324  -0.41
H 1.330 -1.933 1.601  0.20
H -1.797 -0.224 -1.867  0.21
H -0.293 0.509 -2.204  0.21
H 2.204 -0.804 0.515  0.16
H 1.646 -0.275 2.106  0.20
H -0.016 1.475 1.549  0.20
H 0.657 -1.409 -1.115  0.18
H -2.088 1.002 0.185  0.21
H 0.959 1.302 -0.020  0.16
H -0.856 -1.879 -0.419  0.19
H -1.089 2.261 -0.618  0.21



3.
This record from the Open Molecules 2025 dataset describes one molecule with the formula C5H11N in a non-equilibrium geometry. The level of theory is ωB97M-V/def2-TZVPD.

ΔE to the lowest compared entry with this formula, charge and spin, eV: 1.753
Structure (SMILES): CC/C=C(/C)N
Total charge: 0
LUMO level, eV: 1.0470

Last column: natural (NBO) charge in e.
Atoms and positions in Å:
N -1.255 -1.234 -0.879  -0.82
C -0.992 -0.014 -0.183  0.20
C 0.092 0.154 0.606  -0.30
C 1.417 -0.511 0.345  -0.44
C 2.585 0.492 0.540  -0.60
C -1.983 1.091 -0.289  -0.66
H -3.020 0.786 -0.122  0.21
H -0.508 -1.378 -1.554  0.37
H 3.372 0.369 -0.197  0.21
H 1.545 -1.382 1.000  0.20
H -0.018 0.448 1.647  0.21
H -2.145 -1.166 -1.359  0.36
H 2.184 1.505 0.575  0.21
H -2.027 1.527 -1.299  0.22
H -1.632 1.993 0.211  0.24
H 2.992 0.324 1.540  0.20
H 1.558 -0.937 -0.651  0.19